# 1
C37H28N9O3PPrSSe as an isolated structure. Source: the Open Molecules 2025 dataset; level of theory: wB97M-V/def2-TZVPD.

The value obtained for the frontier orbital gap (alpha / beta) is 7.48 / 7.48 eV. The calculation puts the lowest unoccupied orbital energy (alpha / beta) at -3.47 / -3.46 eV.

```
! wB97M-V def2-TZVPD RIJCOSX def2/J DEFGRID3
* xyz 1 3
Pr -0.262 -0.590 0.352
N -4.231 0.298 7.756
C -3.565 0.127 6.586
C -4.268 0.067 5.372
C -3.598 -0.113 4.185
C -2.210 -0.255 4.201
C -1.486 -0.185 5.397
C -2.162 -0.002 6.577
S -1.385 -0.413 2.725
O -2.378 -0.492 1.627
O -0.507 -1.595 2.676
N -0.372 0.740 2.322
C -0.935 1.899 1.721
N -1.740 2.697 2.406
C -2.206 3.741 1.724
C -1.896 3.974 0.386
C -1.081 3.056 -0.231
N -0.581 2.013 0.443
H -5.223 0.448 7.770
H -3.738 0.399 8.623
H -5.347 0.167 5.372
H -4.139 -0.151 3.250
H -0.405 -0.267 5.399
H -1.616 0.047 7.511
H -2.867 4.412 2.261
H -2.290 4.824 -0.151
H -0.817 3.130 -1.279
O -1.042 0.260 -1.801
N -0.721 0.635 -2.974
C 0.409 0.125 -3.454
C 0.870 0.487 -4.760
N 1.253 0.756 -5.809
C 1.117 -0.732 -2.559
N 1.253 -1.269 -1.546
Se -1.542 -2.750 -2.307
N -1.465 -2.691 -0.503
C -2.473 -3.438 -0.066
C -2.751 -3.697 1.318
C -3.805 -4.484 1.618
C -4.652 -5.065 0.603
C -4.417 -4.861 -0.707
C -3.299 -4.037 -1.083
N -2.960 -3.786 -2.335
H -2.117 -3.280 2.086
H -4.025 -4.695 2.657
H -5.482 -5.686 0.912
H -5.031 -5.300 -1.481
C 6.259 1.372 -0.837
C 5.044 1.281 -1.495
C 3.929 0.794 -0.823
C 4.016 0.389 0.504
C 5.240 0.516 1.166
C 6.354 0.996 0.498
P 2.546 -0.256 1.368
C 2.632 0.582 2.983
C 2.424 -0.096 4.179
C 2.391 0.601 5.381
C 2.549 1.979 5.394
C 2.748 2.662 4.200
C 2.792 1.967 3.001
C 2.901 -2.004 1.764
C 3.991 -2.406 2.539
C 4.186 -3.740 2.851
C 3.288 -4.702 2.402
C 2.199 -4.324 1.635
C 2.021 -2.985 1.318
H 7.131 1.748 -1.357
H 4.958 1.593 -2.528
H 2.982 0.744 -1.342
H 5.321 0.267 2.217
H 7.297 1.086 1.023
H 2.290 -1.171 4.181
H 2.252 0.060 6.310
H 2.529 2.520 6.331
H 2.878 3.737 4.202
H 2.960 2.510 2.077
H 4.688 -1.669 2.917
H 5.039 -4.032 3.450
H 3.438 -5.745 2.651
H 1.494 -5.063 1.277
H 1.168 -2.744 0.696
*
```

---

# 2
C34H37CuNO2P2S2 as an isolated structure. Source: the Open Molecules 2025 dataset; level of theory: wB97M-V/def2-TZVPD.

The value obtained for the frontier orbital gap (alpha / beta) is 3.92 / 5.48 eV. The calculation puts the lowest unoccupied orbital energy (alpha / beta) at 4.63 / 4.63 eV.

```
! wB97M-V def2-TZVPD RIJCOSX def2/J DEFGRID3
* xyz -2 2
Cu 1.104 -1.940 -0.599
S -0.786 -0.401 2.198
P 0.400 0.576 0.865
C 0.628 0.035 -0.713
P -0.102 0.707 -2.062
S -0.545 -0.439 -3.649
C -1.685 1.555 -1.630
C -2.002 2.893 -1.830
C -3.247 3.389 -1.454
C -4.182 2.557 -0.859
C -3.861 1.222 -0.631
C -2.626 0.727 -1.012
C 0.927 2.064 -2.791
C 2.200 2.300 -2.287
C 3.026 3.266 -2.851
C 2.579 4.018 -3.928
C 1.314 3.778 -4.453
C 0.503 2.797 -3.898
C -0.098 2.358 0.999
C -1.329 2.743 1.518
C -1.694 4.083 1.557
C -0.831 5.060 1.081
C 0.406 4.688 0.571
C 0.767 3.348 0.537
C 2.045 0.687 1.696
C 2.160 1.229 2.974
C 3.396 1.316 3.598
C 4.536 0.841 2.959
C 4.427 0.287 1.692
C 3.189 0.220 1.059
H -1.273 3.570 -2.257
H -3.470 4.440 -1.606
H -5.147 2.947 -0.554
H -4.571 0.567 -0.137
H -2.349 -0.304 -0.817
H 2.529 1.690 -1.451
H 4.019 3.428 -2.446
H 3.216 4.778 -4.367
H 0.965 4.346 -5.308
H -0.461 2.569 -4.337
H -1.992 1.969 1.888
H -2.666 4.360 1.948
H -1.122 6.105 1.104
H 1.093 5.438 0.195
H 1.736 3.070 0.145
H 1.265 1.568 3.482
H 3.469 1.746 4.591
H 5.499 0.894 3.453
H 5.302 -0.110 1.190
H 3.086 -0.227 0.076
C 2.201 -3.144 2.121
O 2.915 -3.667 1.032
C 2.386 -3.327 -0.230
C 3.193 -4.099 -1.225
H 1.243 -3.662 2.256
H 1.981 -2.081 1.993
H 2.811 -3.281 3.019
H 4.275 -3.880 -1.145
H 2.882 -3.864 -2.244
H 3.100 -5.192 -1.083
O -1.301 -2.652 -1.002
C -2.175 -3.463 -0.847
C -3.607 -3.064 -0.566
C -3.621 -2.812 0.958
C -3.014 -3.922 1.837
C -1.487 -4.107 1.732
C -1.018 -4.981 0.560
N -1.914 -4.820 -0.602
H -4.301 -3.863 -0.848
H -3.864 -2.154 -1.106
H -4.651 -2.631 1.281
H -3.054 -1.895 1.146
H -3.534 -4.878 1.664
H -3.242 -3.650 2.872
H -1.113 -4.541 2.664
H -1.030 -3.117 1.652
H -1.024 -6.042 0.823
H -0.003 -4.708 0.262
H -2.783 -5.305 -0.427
*
```

---

# 3
A 2-piece molecular cluster, C6H13NO3S overall. Source: the Open Molecules 2025 dataset; level of theory: wB97M-V/def2-TZVPD.

The value obtained for the frontier orbital gap is 9.10 eV. Its SMILES is CC/C=C(/N)S(=O)(=O)O.C=C. The calculation puts the lowest unoccupied orbital energy at 0.53 eV.

```
! wB97M-V def2-TZVPD RIJCOSX def2/J DEFGRID3
* xyz 0 1
C -3.260 -0.695 1.004
C -1.794 -0.371 0.785
C -1.110 -0.493 -0.577
C 0.229 -0.645 -0.662
N 0.887 -0.920 -1.842
S 1.433 -0.631 0.566
O 1.303 0.409 1.501
O 2.682 -0.737 -0.072
O 1.086 -1.990 1.464
H -3.562 -0.390 1.991
H -3.371 -1.721 0.926
H -3.882 -0.145 0.297
H -1.297 -0.824 1.555
H -1.527 0.638 1.145
H -1.681 -0.381 -1.457
H 0.761 -0.372 -2.668
H 1.917 -0.948 -1.642
H 1.329 -2.151 2.342
C 2.288 1.894 -0.961
C 1.062 2.278 -0.686
H 2.867 1.681 -0.050
H 2.644 1.543 -1.918
H 0.183 2.426 -1.341
H 0.812 2.547 0.300
*
```

---

# 4
C22H16CeCl5N4O3S as an isolated structure. Source: the Open Molecules 2025 dataset; level of theory: wB97M-V/def2-TZVPD.

The value obtained for the frontier orbital gap (alpha / beta) is 7.56 / 7.76 eV. The calculation puts the lowest unoccupied orbital energy (alpha / beta) at -0.35 / -0.37 eV.

```
! wB97M-V def2-TZVPD RIJCOSX def2/J DEFGRID3
* xyz 0 2
Ce -0.447 -1.295 -0.322
O 4.668 0.426 1.234
C 4.749 0.279 -0.097
C 5.971 0.526 -0.723
C 6.098 0.422 -2.094
C 5.009 0.062 -2.879
C 3.808 -0.231 -2.270
C 3.661 -0.133 -0.883
C 2.387 -0.570 -0.282
O 1.610 -1.305 -0.982
N 2.161 -0.236 0.986
N 0.945 -0.680 1.470
C 0.746 -0.715 2.747
C -0.470 -1.269 3.299
C -0.806 -0.991 4.637
C -1.901 -1.554 5.246
C -2.686 -2.467 4.538
C -2.377 -2.787 3.241
C -1.293 -2.191 2.550
O -1.079 -2.515 1.313
H 3.738 0.208 1.495
H 6.807 0.800 -0.098
H 7.053 0.626 -2.554
H 5.105 -0.003 -3.953
H 2.947 -0.536 -2.851
H 1.513 -0.351 3.438
H -0.175 -0.310 5.194
H -2.134 -1.320 6.272
H -3.543 -2.919 5.017
H -2.966 -3.504 2.685
Cl -0.419 1.938 -1.963
C -1.206 0.790 -3.003
C -1.127 -0.517 -2.533
C -1.739 -1.476 -3.341
Cl -1.623 -3.089 -2.686
C -2.393 -1.184 -4.529
Cl -3.141 -2.411 -5.468
C -2.454 0.153 -4.938
Cl -3.308 0.566 -6.367
C -1.851 1.156 -4.175
Cl -1.974 2.800 -4.656
C -3.378 3.175 -0.419
N -2.592 2.902 0.761
C -2.233 1.666 1.106
N -1.423 1.495 2.165
S -2.849 0.326 0.282
H -3.603 4.236 -0.453
H -4.301 2.598 -0.372
H -2.838 2.884 -1.320
H -2.185 3.689 1.244
H -1.182 2.279 2.753
H -1.280 0.558 2.542
*
```

---

- Which formula does entry 3 have?
  C6H13NO3S